Record 1
Molecular formula: C3H4BrI
Method: DFT, ωB97M-V/def2-TZVPD

XYZ file:
```
9
Properties=species:S:1:pos:R:3:forces:R:3
C 0.59655 -3.34762 0.42874 -2.36 0.74 0.24
C 0.60545 -0.67223 1.54457 -0.54 -0.97 0.59
C 0.90969 -0.15147 0.23837 5.76 -0.05 1.04
Br 2.16470 -3.74023 1.16892 1.71 -0.59 0.79
I 0.94745 0.57006 3.15088 0.12 0.07 -0.15
H -0.13819 -3.38774 1.29558 0.66 -0.14 -0.80
H 1.32117 -1.07670 -0.35040 -0.32 1.71 0.85
H 1.59295 0.79955 0.24239 -1.44 -1.59 -0.69
H -0.00674 -0.09747 -0.16911 -3.59 0.82 -1.86
```
Positions in Å, forces in eV/Å.

Values from the calculation:
Max |F|: 5.8 eV/Å
Energy relative to the best compared isomer or geometry (same formula, charge and spin): 157.5 kcal per mole
LUMO (alpha / beta): -0.7722 / -0.7715 eV
Electronic energy: -2988.132783 Eh

The computed Löwdin charges, all in e, follow: -0.5669, -0.6738, -0.3162, 0.6244, 0.7950, -0.0786, 0.0891, 0.0922, 0.0347

---

Record 2
Molecular formula: C7H8F2
Method: DFT, ωB97M-V/def2-TZVPD

XYZ file:
```
17
Properties=species:S:1:pos:R:3:forces:R:3
C -2.53304 0.01592 0.56438 -1.86 1.27 0.28
C -1.93968 -0.90190 -0.14037 0.76 -1.43 1.01
C -0.25589 -0.99686 -1.92180 -0.41 -0.09 -2.01
C 3.18887 1.21805 -0.27210 2.71 -0.06 0.62
C -1.26440 -0.38701 -1.28934 1.97 -0.38 -0.83
C 2.92880 -0.10391 -0.82551 0.68 -0.71 0.27
C 4.08607 -0.01837 0.16838 -2.00 1.63 0.14
F 4.05682 -0.30453 1.48869 -0.44 -0.15 -0.44
F 5.32841 -0.17160 -0.26310 0.25 -0.21 -0.50
H -3.10322 -0.11262 1.44284 -0.19 -0.44 1.08
H -2.67422 0.97462 0.09895 0.09 0.51 0.10
H -1.76717 -1.88889 0.33266 -0.11 0.40 -0.92
H -0.17562 -2.08572 -1.85002 0.41 0.36 0.37
H 0.30540 -0.54276 -2.79604 -0.71 -0.40 1.42
H 3.73272 1.94357 -0.90727 -0.97 -0.19 -0.24
H 2.78726 1.69897 0.61316 -0.25 -0.33 0.12
H -1.46079 0.66442 -1.42106 0.06 0.21 -0.48
```
Positions in Å, forces in eV/Å.

Values from the calculation:
Max |F|: 2.8 eV/Å
Energy relative to the best compared isomer or geometry (same formula, charge and spin): 128.0 kcal per mole
LUMO (alpha / beta): -1.4302 / -1.2113 eV
Electronic energy: -470.983058 Eh

The computed Löwdin charges, all in e, follow: -0.0090, -0.2071, -0.0137, -0.0782, -0.2329, 0.2109, -0.5630, 0.0887, 0.1206, 0.0464, 0.0552, 0.1230, 0.0586, 0.0727, 0.1185, 0.1185, 0.0909

---

Record 3
Molecular formula: C7H10
Method: DFT, ωB97M-V/def2-TZVPD

XYZ file:
```
17
Properties=species:S:1:pos:R:3:forces:R:3
C -1.72826 0.79539 -0.54906 -0.02 -0.04 0.04
C -0.39948 0.20353 -0.17288 -0.25 0.19 -0.09
C 0.52107 -0.46963 -1.21561 -0.05 0.20 -0.20
C 1.12343 -1.21857 -0.03410 0.20 -0.35 0.14
C 1.13417 -0.28143 1.16731 0.39 0.08 0.24
C 0.57177 1.04134 0.69504 -0.02 0.12 0.01
C -0.12195 -1.01106 0.79230 -0.26 -0.26 -0.04
H -1.57195 1.70026 -1.14469 -0.04 -0.04 0.01
H -2.33685 0.10389 -1.13759 0.03 0.02 0.06
H -2.29002 1.07806 0.34774 0.02 -0.03 -0.12
H 1.09874 0.21699 -1.85149 0.19 -0.23 0.22
H -0.02604 -1.16451 -1.85991 -0.07 0.10 0.11
H 1.73267 -2.12011 -0.00330 -0.11 0.27 -0.22
H 1.81800 -0.43417 1.99727 -0.22 -0.13 -0.12
H 1.23073 1.76264 0.19069 -0.12 -0.16 0.04
H 0.02933 1.52674 1.51229 0.04 0.05 -0.14
H -0.78537 -1.72936 1.26600 0.28 0.20 0.05
```
Positions in Å, forces in eV/Å.

Values from the calculation:
Max |F|: 0.5 eV/Å
Energy relative to the best compared isomer or geometry (same formula, charge and spin): 53.0 kcal per mole
LUMO: 1.0824 eV
SMILES: C[C@]12C[C@@H]3[C@H](C1)[C@@H]32
Electronic energy: -272.633598 Eh

The computed Löwdin charges, all in e, follow: -0.0321, -0.4289, -0.0844, -0.1715, -0.1802, -0.0907, -0.1035, 0.0834, 0.0774, 0.0801, 0.1102, 0.1149, 0.1301, 0.1300, 0.1140, 0.1167, 0.1344